Record 1
DFT (ωB97M-V with the def2-TZVPD basis set) results for 20 unconnected molecules or ions with the total composition C11H62NO19 at a distorted geometry.

```
93
Properties=species:S:1:pos:R:3:forces:R:3
C -2.07402 3.27645 1.39777 0.0 2.1 -2.2
C -2.15502 2.55945 0.04677 -2.0 -2.2 1.3
C -0.96402 1.64945 -0.31923 0.1 1.3 1.1
C -0.75902 0.44145 0.57177 -2.7 2.2 -0.1
N 0.34298 -0.48455 0.36477 0.4 -0.7 0.5
C 0.38898 -1.51655 1.52077 -0.6 2.5 2.9
C 1.83598 -1.58255 2.01677 -3.2 -2.7 4.1
C 2.65298 -0.96555 1.08177 -0.1 8.8 0.8
C 1.69898 0.09845 0.39877 0.1 4.1 0.6
C 0.13498 -1.16255 -0.97023 3.8 -0.8 -1.3
C 1.36898 -2.11355 -1.47923 -4.5 4.4 -4.3
C 0.91698 -3.13355 -2.54823 -1.3 -3.3 4.9
H -2.78402 4.13945 1.67277 0.3 -2.2 -0.3
H -1.17502 3.83245 1.23377 1.2 0.3 0.7
H -1.91602 2.43645 1.97477 -0.1 -0.7 2.9
H -2.25202 3.27245 -0.68723 -0.3 1.4 -2.1
H -3.07602 1.92345 0.04077 0.4 0.5 -0.2
H -0.18902 2.33945 -0.51323 1.8 0.5 0.5
H -1.13102 1.29045 -1.24423 -1.0 -1.1 -3.5
H -1.71802 -0.05855 0.37477 0.4 -0.6 0.5
H -0.90402 0.97245 1.50577 1.1 -1.4 1.2
H -0.10702 -2.37155 1.24977 -0.9 -2.2 -1.0
H -0.11402 -1.16855 2.56577 0.0 -0.3 -3.3
H 2.09898 -2.66455 2.17477 -0.1 1.2 0.5
H 1.60498 -0.97255 3.00377 2.2 -1.5 -1.6
H 3.28098 -1.32755 0.45277 2.9 -4.0 -4.5
H 3.46098 -0.29055 1.51077 -1.0 -0.5 0.4
H 1.85798 0.53845 -0.61123 0.6 -0.9 0.6
H 1.53898 1.17445 0.99277 0.8 -3.0 -0.8
H -0.25302 -0.56655 -1.79823 0.9 1.0 0.3
H -0.67402 -1.71355 -0.79623 -3.2 -3.1 0.8
H 1.63598 -2.84155 -0.93923 2.9 -4.1 6.1
H 2.10498 -1.61155 -2.04323 1.3 1.2 0.5
H -0.03702 -3.69855 -2.02623 2.5 0.8 -1.7
H 1.77898 -3.80455 -2.81523 -1.1 0.5 0.4
H 0.59398 -2.60455 -3.29423 -2.0 2.4 -4.9
O -0.00102 0.69545 -4.21623 1.3 2.4 0.6
H 0.43798 1.64445 -4.00223 -1.1 -2.6 -0.5
H 0.46698 0.35945 -4.99223 -0.1 0.2 0.2
O 4.02498 -4.02255 -4.57223 -3.6 -5.2 -1.2
H 4.37098 -3.21455 -4.42823 1.1 4.5 0.5
H 3.04198 -4.06355 -4.82123 2.5 0.8 0.6
O 2.77898 -4.05455 4.27477 -1.0 1.5 1.4
H 3.01498 -3.46755 5.12177 -1.6 -1.9 -3.0
H 1.79598 -3.97855 3.98777 2.7 0.4 1.6
O -2.42602 -3.87255 2.20777 1.7 1.3 2.6
H -2.73202 -3.36755 3.00577 0.4 -0.8 -1.2
H -3.18202 -3.98755 1.69577 -2.1 -0.4 -1.4
O 0.02498 5.00145 -1.74723 -0.5 2.5 -1.3
H 0.38598 5.12445 -0.80623 -0.9 0.7 -2.2
H -0.16402 5.86245 -2.39723 1.1 -2.9 3.5
O 0.47898 -5.33955 0.27377 -3.3 1.2 0.9
H 1.30598 -5.63355 -0.03123 1.0 -1.3 -1.2
H -0.36502 -5.70255 -0.12023 2.4 0.1 0.4
O -2.53602 -4.79455 -2.80423 1.4 0.4 -1.0
H -2.06502 -5.36955 -2.21323 -0.3 -0.7 1.0
H -1.77002 -4.66555 -3.41023 -1.1 0.4 0.0
O -0.19002 -3.03655 4.43077 3.4 3.1 -2.1
H -0.73602 -2.86955 5.12177 -2.4 0.4 3.3
H -0.35102 -3.84755 4.07277 -1.1 -3.5 -1.4
O 0.70698 0.24845 6.05077 -4.3 -1.5 2.6
H -0.34802 0.14145 6.05977 3.8 0.5 -0.1
H 0.91998 0.56745 5.21777 0.5 1.0 -2.5
O 1.22198 4.58045 1.11477 -2.8 -2.7 -2.9
H 1.02198 4.79745 1.96477 -1.8 0.5 4.1
H 1.96798 5.05445 1.02577 4.5 2.7 -1.0
O -3.99502 3.97445 -2.92523 0.8 0.0 -1.1
H -4.13902 4.39845 -3.78123 -0.7 0.5 0.2
H -3.40602 3.28545 -3.24723 0.2 -0.6 0.5
O 4.59098 -5.41655 -2.18723 -2.8 -0.4 -2.3
H 4.37998 -4.96355 -3.07923 1.1 -0.7 2.0
H 5.33198 -5.09055 -1.73823 1.6 1.0 0.4
O -3.61502 -0.08355 2.60277 -0.4 0.8 -1.1
H -4.31802 -0.30055 1.93477 1.1 -0.4 1.4
H -3.26902 -0.78355 3.15777 -0.6 -0.6 -0.5
O 2.71998 3.19245 -0.67323 2.1 1.1 -1.5
H 2.10198 3.54045 -0.05623 -1.1 0.0 0.9
H 3.24398 4.00945 -0.93623 -0.8 -1.7 0.3
O -3.19602 6.32745 -1.50323 -3.3 -1.8 -5.8
H -2.98502 5.58845 -2.22323 -1.2 2.2 2.2
H -2.49702 6.21545 -0.98123 4.5 -0.4 3.8
O -5.80502 3.40445 -0.86023 3.3 2.2 -0.3
H -5.75002 4.09845 -0.12723 -0.2 -1.4 -1.5
H -4.94002 3.64945 -1.45723 -3.3 -0.8 2.0
O 1.19398 3.01845 -3.21323 -1.3 0.1 -2.1
H 0.68698 3.78145 -2.86623 0.8 -0.6 0.7
H 1.81898 2.62945 -2.63123 0.6 0.2 1.4
O 4.64898 -0.61155 -1.59123 0.4 0.1 -1.4
H 5.10398 0.20445 -1.76723 0.3 2.0 1.8
H 4.89998 -0.77455 -2.51223 -0.8 -2.0 -0.4
O -3.85402 1.86545 4.56577 -7.1 6.1 -4.9
H -3.75602 1.25445 3.89477 -0.7 -1.6 -3.4
H -3.31302 1.50545 5.07077 7.7 -4.2 8.5
```
Forces are in eV/Å.

Calculated values
Frontier orbital gap: 9.50 eV
Total energy: -1939.9675 a.u.
Charge: +1

Which charges does Löwdin predict for the atoms? In e, they are: atom 1 (C): -0.057, atom 2 (C): -0.224, atom 3 (C): -0.174, atom 4 (C): -0.147, atom 5 (N): -0.204, atom 6 (C): -0.061, atom 7 (C): -0.184, atom 8 (C): -0.169, atom 9 (C): -0.068, atom 10 (C): -0.023, atom 11 (C): -0.139, atom 12 (C): -0.068, atom 13 (H): 0.129, atom 14 (H): 0.035, atom 15 (H): 0.022, atom 16 (H): 0.057, atom 17 (H): 0.125, atom 18 (H): 0.090, atom 19 (H): 0.067, atom 20 (H): 0.147, atom 21 (H): 0.118, atom 22 (H): 0.082, atom 23 (H): 0.156, atom 24 (H): 0.137, atom 25 (H): 0.154, atom 26 (H): 0.031, atom 27 (H): 0.160, atom 28 (H): 0.129, atom 29 (H): 0.184, atom 30 (H): 0.128, atom 31 (H): 0.076, atom 32 (H): 0.016, atom 33 (H): 0.091, atom 34 (H): 0.122, atom 35 (H): 0.091, atom 36 (H): -0.002, atom 37 (O): -0.147, atom 38 (H): 0.052, atom 39 (H): 0.018, atom 40 (O): -0.017, atom 41 (H): -0.019, atom 42 (H): 0.114, atom 43 (O): -0.157, atom 44 (H): 0.114, atom 45 (H): 0.033, atom 46 (O): -0.037, atom 47 (H): 0.054, atom 48 (H): 0.001, atom 49 (O): -0.145, atom 50 (H): 0.056, atom 51 (H): 0.179, atom 52 (O): -0.055, atom 53 (H): 0.011, atom 54 (H): 0.070, atom 55 (O): -0.059, atom 56 (H): 0.002, atom 57 (H): 0.047, atom 58 (O): 0.042, atom 59 (H): 0.002, atom 60 (H): 0.001, atom 61 (O): -0.071, atom 62 (H): 0.111, atom 63 (H): -0.037, atom 64 (O): 0.045, atom 65 (H): 0.036, atom 66 (H): 0.010, atom 67 (O): -0.048, atom 68 (H): 0.086, atom 69 (H): 0.072, atom 70 (O): -0.090, atom 71 (H): 0.023, atom 72 (H): -0.012, atom 73 (O): -0.052, atom 74 (H): 0.105, atom 75 (H): 0.041, atom 76 (O): -0.059, atom 77 (H): -0.049, atom 78 (H): 0.101, atom 79 (O): -0.047, atom 80 (H): 0.073, atom 81 (H): -0.082, atom 82 (O): -0.170, atom 83 (H): 0.054, atom 84 (H): 0.049, atom 85 (O): -0.061, atom 86 (H): 0.014, atom 87 (H): 0.002, atom 88 (O): -0.036, atom 89 (H): 0.035, atom 90 (H): 0.046, atom 91 (O): 0.079, atom 92 (H): -0.050, atom 93 (H): -0.108


Record 2
DFT (ωB97M-V with the def2-TZVPD basis set) results for 22 unconnected molecules or ions with the total composition C11H66NO21 at a distorted geometry.

```
99
Properties=species:S:1:pos:R:3:forces:R:3
C 3.88695 -0.36144 -0.23860 -1.4 -2.3 3.4
C 2.86995 0.68056 0.37540 6.6 -0.1 -0.7
C 1.64595 0.79056 -0.33960 2.4 -11.6 -3.9
C 0.62295 -0.28744 0.16740 2.5 1.7 0.6
N -0.77905 0.10056 -0.12560 -0.5 -1.5 0.9
C -1.30805 1.15856 0.79540 -5.4 -3.8 -3.3
C -2.90805 0.90056 0.87440 2.6 -1.3 3.1
C -3.02905 -0.69344 0.67540 0.6 2.1 -0.4
C -1.55205 -1.09544 0.34440 -2.5 -3.8 -0.8
C -0.94505 0.46156 -1.55360 -2.7 -1.9 -1.2
C -0.85405 -0.76344 -2.54760 2.0 3.0 -0.1
C -0.98905 -0.20444 -3.96760 -2.3 -1.1 1.9
H 3.47495 -1.48144 -0.18460 1.1 2.2 0.4
H 4.93195 -0.25844 0.13540 -0.9 -0.4 0.2
H 3.93595 -0.23544 -1.22360 0.3 0.8 -4.3
H 3.54995 1.59056 0.46440 -1.4 -0.3 -0.7
H 2.91695 0.40756 1.36540 -1.3 -0.6 2.6
H 1.79995 0.80956 -1.45060 0.1 -0.6 0.8
H 1.28895 1.57656 -0.19760 -5.9 12.5 2.5
H 0.77295 -0.21644 1.27540 -0.5 -0.5 -0.8
H 0.89995 -1.28744 -0.17260 -0.6 0.1 -0.1
H -0.96005 2.03756 0.58740 1.3 5.4 -2.4
H -0.91705 1.04456 1.67240 2.1 -1.8 5.5
H -3.51705 1.53356 0.31440 -0.7 0.8 -1.5
H -3.16705 1.15656 1.96040 0.3 -0.4 -1.4
H -3.74905 -0.91644 -0.12360 0.3 -0.1 0.3
H -3.33605 -1.11244 1.65140 0.1 -0.1 -0.9
H -1.52705 -2.12544 -0.36860 0.3 3.2 1.7
H -1.20305 -1.43844 1.33140 0.8 0.5 -0.7
H -0.31805 1.27456 -1.74760 1.4 0.9 -0.5
H -1.97905 0.92256 -1.77860 1.3 -0.9 0.9
H -1.61705 -1.35244 -2.46360 -5.5 -2.8 1.4
H -0.17605 -1.62844 -2.46460 1.4 1.4 0.1
H -1.85405 0.40256 -4.22660 -0.3 0.4 0.9
H -1.15605 -1.02444 -4.58660 1.0 -1.3 -1.7
H -0.16705 0.35856 -3.93260 3.5 2.2 -2.0
O 0.06695 -2.69544 3.21640 1.0 -2.0 -3.6
H 0.30695 -3.62144 3.40240 0.3 -0.1 -1.3
H -0.11005 -2.54644 4.07540 -1.5 2.2 5.0
O -2.58505 -3.83944 2.18840 -5.7 -0.3 0.7
H -1.91305 -3.34944 2.48340 5.9 2.4 1.0
H -3.17505 -3.25044 2.79640 -0.2 -2.1 -1.7
O -1.60705 0.84256 4.41640 8.4 0.5 -3.0
H -1.02005 0.97456 5.15340 -0.5 0.0 0.6
H -2.44305 0.76656 4.56040 -7.8 -0.6 2.3
O -5.96105 2.39256 3.13640 -1.3 1.9 3.3
H -5.88605 1.70856 2.54940 0.4 -2.1 -2.6
H -5.19605 2.93056 3.08940 1.1 0.7 -0.2
O -1.52205 4.11856 -0.93660 -7.1 -2.6 5.1
H -0.98905 4.22056 -1.58060 5.8 0.7 -7.9
H -1.09805 4.56156 -0.27060 1.2 1.8 3.0
O 5.80295 3.41656 -0.28060 -1.1 1.4 -2.1
H 6.67295 3.11556 -0.32760 2.7 -0.3 -0.9
H 5.57495 2.99056 0.49140 -1.8 -1.0 3.3
O 2.39095 -0.99344 3.59040 -1.9 1.2 0.1
H 1.54195 -1.45244 3.37040 1.9 -0.3 0.2
H 3.24495 -1.42944 3.60240 -0.1 -0.9 -0.5
O 5.08195 -1.29444 3.31240 0.0 1.2 1.1
H 5.15795 -1.18144 4.32740 0.0 0.3 -2.7
H 5.03795 -0.38644 2.82640 0.0 -1.8 1.9
O -0.10705 3.46456 -3.17060 -3.5 -0.1 3.8
H -0.47305 3.36256 -3.99160 -2.6 -0.4 -3.2
H 0.72595 3.50156 -3.44460 6.3 0.4 -0.8
O 3.48795 4.36856 1.94840 1.6 3.4 -3.3
H 3.17895 4.74856 1.03340 0.7 -1.4 2.5
H 2.90995 3.71356 2.20340 -2.2 -2.2 0.6
O -6.35405 1.23256 0.83140 0.5 2.5 -3.1
H -6.68805 0.39356 0.97940 -1.2 -2.7 0.4
H -6.60805 1.42456 -0.13160 0.6 -0.3 2.2
O -3.37605 -3.44344 -2.23660 3.8 -2.3 -1.4
H -3.74305 -2.67844 -2.60860 -1.6 2.1 -0.7
H -2.62505 -3.59844 -2.94060 -2.2 0.0 2.2
O 4.47195 2.29056 -2.54360 -0.8 0.8 2.7
H 4.72595 2.44256 -1.57260 -0.6 0.0 -1.7
H 5.27195 1.87956 -2.78560 1.5 -0.9 -1.2
O 5.38595 1.38756 2.60040 -3.2 0.0 -1.1
H 6.14195 1.14056 2.14440 2.6 -0.5 -0.9
H 5.56595 1.65556 3.46940 0.8 0.7 1.8
O 3.48195 -4.02644 1.10140 -1.2 -3.2 2.2
H 3.20895 -4.77344 1.80740 1.1 2.5 -2.6
H 3.59995 -3.25744 1.64640 0.3 0.8 0.4
O 2.77295 4.31456 -1.14360 -2.4 4.2 -2.3
H 3.56495 3.91656 -1.35060 3.0 -2.0 -0.4
H 2.83995 5.03456 -1.92260 -0.7 -2.1 2.8
O -3.73405 -0.56244 -6.27360 -1.1 -1.3 -1.2
H -4.33305 -1.19444 -6.74160 -0.2 0.2 1.5
H -3.28705 -0.41744 -7.10460 1.3 1.1 -0.2
O 0.17395 -4.02244 -1.39160 -0.1 4.0 -6.1
H -0.02405 -4.65244 -0.80060 -1.7 -3.9 3.0
H -0.30905 -4.15344 -2.30660 1.4 -0.1 3.3
O -4.66605 -1.23044 -3.19760 -0.9 -0.4 1.0
H -4.03005 -0.83444 -3.76560 0.5 0.7 -1.2
H -5.52505 -1.22844 -3.63760 0.3 0.1 -0.1
O -5.08505 -1.40944 3.54840 -0.7 -6.2 -3.8
H -5.00105 -0.64144 3.92740 0.8 6.7 3.9
H -5.55205 -1.17344 2.73940 -0.1 -0.5 -0.1
O 2.82795 -4.64144 -1.79060 5.5 0.3 -0.7
H 3.26695 -4.34544 -0.97160 -0.6 -0.3 -0.4
H 1.95295 -4.70944 -1.64560 -4.6 0.0 1.0
```
Forces are in eV/Å.

Calculated values
Frontier orbital gap: 10.11 eV
Total energy: -2092.8801 a.u.
Charge: +1

Which charges does Löwdin predict for the atoms? In e, they are: atom 1 (C): -0.056, atom 2 (C): -0.241, atom 3 (C): -0.165, atom 4 (C): -0.055, atom 5 (N): -0.205, atom 6 (C): -0.039, atom 7 (C): -0.056, atom 8 (C): -0.101, atom 9 (C): -0.111, atom 10 (C): -0.062, atom 11 (C): -0.182, atom 12 (C): -0.060, atom 13 (H): 0.116, atom 14 (H): 0.080, atom 15 (H): -0.003, atom 16 (H): 0.112, atom 17 (H): 0.055, atom 18 (H): 0.159, atom 19 (H): -0.009, atom 20 (H): 0.143, atom 21 (H): 0.140, atom 22 (H): 0.066, atom 23 (H): 0.062, atom 24 (H): 0.067, atom 25 (H): 0.112, atom 26 (H): 0.105, atom 27 (H): 0.079, atom 28 (H): 0.188, atom 29 (H): 0.103, atom 30 (H): 0.083, atom 31 (H): 0.179, atom 32 (H): -0.001, atom 33 (H): 0.123, atom 34 (H): 0.081, atom 35 (H): 0.064, atom 36 (H): 0.031, atom 37 (O): 0.007, atom 38 (H): 0.099, atom 39 (H): -0.001, atom 40 (O): -0.028, atom 41 (H): -0.109, atom 42 (H): 0.094, atom 43 (O): 0.042, atom 44 (H): 0.057, atom 45 (H): -0.076, atom 46 (O): -0.007, atom 47 (H): -0.081, atom 48 (H): 0.021, atom 49 (O): 0.069, atom 50 (H): -0.117, atom 51 (H): 0.011, atom 52 (O): 0.028, atom 53 (H): 0.038, atom 54 (H): -0.019, atom 55 (O): -0.092, atom 56 (H): 0.007, atom 57 (H): -0.027, atom 58 (O): -0.136, atom 59 (H): 0.105, atom 60 (H): 0.041, atom 61 (O): 0.067, atom 62 (H): 0.025, atom 63 (H): -0.014, atom 64 (O): -0.064, atom 65 (H): 0.077, atom 66 (H): -0.033, atom 67 (O): -0.035, atom 68 (H): 0.002, atom 69 (H): 0.119, atom 70 (O): -0.073, atom 71 (H): -0.078, atom 72 (H): 0.090, atom 73 (O): -0.068, atom 74 (H): 0.025, atom 75 (H): 0.013, atom 76 (O): 0.022, atom 77 (H): 0.027, atom 78 (H): 0.053, atom 79 (O): -0.092, atom 80 (H): 0.133, atom 81 (H): -0.008, atom 82 (O): -0.066, atom 83 (H): -0.074, atom 84 (H): 0.145, atom 85 (O): -0.065, atom 86 (H): 0.070, atom 87 (H): 0.035, atom 88 (O): -0.032, atom 89 (H): -0.016, atom 90 (H): 0.132, atom 91 (O): -0.025, atom 92 (H): 0.004, atom 93 (H): 0.074, atom 94 (O): 0.039, atom 95 (H): -0.065, atom 96 (H): 0.049, atom 97 (O): -0.032, atom 98 (H): 0.011, atom 99 (H): -0.097